A 2-piece molecular cluster, C11H27NO4P2 overall, computed with wB97M-V/def2-TZVPD.

Orbital gap, eV: 8.49
Highest occupied orbital energy, eV: -8.47
Relative energy (zero: lowest compared OMol25 entry of this formula, charge and spin), eV: 0.4663
Maximum force, eV/A: 1.7
LUMO level, eV: 0.021
Net charge: 0

Bonds (Å) are listed after each position.
CARTESIAN COORDINATES (ANGSTROEM)
1 C -2.84579 -0.05727 0.32594  C2 1.330, H13 1.083, H14 1.087
2 C -1.92352 0.88516 0.15147  C1 1.330, P3 1.845, H15 1.083
3 P -0.57587 0.48991 -1.04579  C2 1.845, C4 1.898, P9 2.179
4 C -1.13194 1.05240 -2.77060  P3 1.898, C5 1.561, H16 1.086, H17 1.086
5 C -1.29425 -0.23239 -3.64180  C4 1.561, C6 1.558, H18 1.087, H19 1.088
6 C -0.84844 0.04090 -5.10916  C5 1.558, C7 1.538, H20 1.089, H21 1.092
7 C 0.47095 -0.68609 -5.41821  C6 1.538, C8 1.527, H22 1.089, H23 1.093
8 C 0.24734 -2.19260 -5.53080  C7 1.527, H24 1.088, H25 1.090, H26 1.088
9 P 1.17508 1.66762 -0.50395  P3 2.179, O10 1.455, O11 1.611, O12 1.605
10 O 0.92754 2.69621 0.49425  P9 1.455
11 O 1.82681 2.21902 -1.86971  P9 1.611, H27 0.971
12 O 2.23900 0.60152 0.05032  P9 1.605, H28 0.976
13 H -3.13481 -0.42553 1.30217  C1 1.083
14 H -3.25959 -0.49990 -0.57621  C1 1.087
15 H -1.98034 1.84301 0.65423  C2 1.083
16 H -0.34277 1.68945 -3.15956  C4 1.086
17 H -2.09454 1.54593 -2.68005  C4 1.086
18 H -2.30749 -0.61583 -3.55187  C5 1.087
19 H -0.60164 -0.95476 -3.21526  C5 1.088
20 H -0.70683 1.11456 -5.22614  C6 1.089
21 H -1.65313 -0.28212 -5.77215  C6 1.092
22 H 0.89020 -0.23668 -6.31767  C7 1.089
23 H 1.13349 -0.49956 -4.56925  C7 1.093
24 H 1.16863 -2.75638 -5.65879  C8 1.088
25 H -0.17743 -2.53925 -4.58921  C8 1.090
26 H -0.45092 -2.40901 -6.33721  C8 1.088
27 H 1.40243 3.06177 -2.09883  O11 0.971
28 H 2.20485 -0.14337 -0.57953  O12 0.976
29 C 1.30944 -0.57745 6.02832  C30 1.525, H35 1.089, H36 1.090, H37 1.092
30 C 0.36874 -1.23857 5.02633  C29 1.525, C31 1.537, N34 1.466, H38 1.095
31 C 0.71541 -0.93266 3.56051  C30 1.537, O32 1.412, H39 1.095, H40 1.098
32 O 0.33647 0.35485 3.12117  C31 1.412, C33 1.422
33 C 1.24484 1.39782 3.45013  O32 1.422, H41 1.094, H42 1.093, H43 1.087
34 N -1.01062 -0.86178 5.35178  C30 1.466, H44 1.017, H45 1.017
35 H 1.10962 0.48754 6.14145  C29 1.089
36 H 1.18970 -1.03126 7.01259  C29 1.090
37 H 2.35255 -0.69985 5.72926  C29 1.092
38 H 0.46352 -2.32095 5.15861  C30 1.095
39 H 0.15325 -1.63015 2.93088  C31 1.095
40 H 1.77943 -1.11130 3.35568  C31 1.098
41 H 2.28337 1.05593 3.43082  C33 1.094
42 H 1.00514 1.82283 4.42850  C33 1.093
43 H 1.12256 2.18143 2.70650  C33 1.087
44 H -1.64417 -1.37892 4.74776  N34 1.017
45 H -1.13626 0.10577 5.06306  N34 1.017

These are the Löwdin partial charges, in e, on atoms 1 to 5: C -0.09; C -0.38; P 0.92; C -0.36; C -0.28